(1)
{"formula": "C24H20B", "method": "ωB97M-V/def2-TZVPD", "spin_multiplicity": 1, "orbital_gap_ev": 8.3, "charge": -1, "e_homo_ev": -5.058, "lumo_energy_ev": 3.20, "e_tot_ev": -25889.490, "species": ["C", "C", "C", "C", "C", "C", "C", "C", "C", "C", "C", "C", "C", "C", "C", "C", "C", "C", "C", "C", "C", "C", "C", "C", "B", "H", "H", "H", "H", "H", "H", "H", "H", "H", "H", "H", "H", "H", "H", "H", "H", "H", "H", "H", "H"], "coordinates": [[-3.82918, -2.19620, 1.07209], [-0.90780, 2.25926, -3.68205], [3.56266, -2.72758, -0.06028], [1.39117, 2.72718, 3.01194], [-3.45453, -1.04665, 1.78214], [-3.00554, -2.64575, -0.01640], [-1.49699, 2.57137, -2.46176], [-0.09742, 1.18497, -3.83959], [3.64247, -1.36309, -0.20635], [2.24256, -3.29016, -0.06937], [1.16983, 1.44257, 3.31126], [1.13338, 3.27099, 1.78666], [-2.29242, -0.36805, 1.48262], [-1.85604, -1.90237, -0.38649], [-1.21343, 1.78374, -1.36691], [0.10157, 0.42024, -2.73817], [2.52600, -0.53176, -0.29460], [1.13007, -2.43326, -0.14403], [0.60006, 0.60129, 2.31276], [0.70536, 2.34814, 0.76516], [-1.47605, -0.87685, 0.45139], [-0.30366, 0.72495, -1.53044], [1.23803, -1.08045, -0.25717], [0.45372, 0.99700, 0.99187], [-0.11196, -0.11996, -0.08970], [-4.86404, -2.50842, 1.14480], [-1.14843, 2.85585, -4.54410], [4.35245, -3.40366, 0.23030], [1.78894, 3.36316, 3.75123], [-4.10039, -0.65215, 2.59432], [-3.30095, -3.43614, -0.65847], [-2.19861, 3.36837, -2.38600], [0.24190, 0.86962, -4.79648], [4.68014, -0.92618, -0.30814], [2.14914, -4.39539, 0.05804], [1.37354, 1.10965, 4.33173], [1.41643, 4.30024, 1.56182], [-1.99124, 0.45753, 2.01411], [-1.25982, -2.09753, -1.24419], [-1.56101, 1.97793, -0.35092], [0.67981, -0.48256, -2.93716], [2.65940, 0.54472, -0.41376], [0.21514, -2.97934, -0.13729], [0.30602, -0.41206, 2.52296], [0.70971, 2.69677, -0.25739]], "mulliken_charge": [-0.7112, -0.3399, -0.6691, -0.2643, -0.5747, -0.9850, -1.0448, -1.0656, -0.6187, -0.6830, -1.0990, -1.0229, -0.9245, -0.8352, -0.5517, -0.1774, -0.3656, -0.7935, -0.3073, -0.3462, 1.3738, 0.9197, 0.9858, 0.8741, 0.6346, 0.3059, 0.3497, 0.3532, 0.4148, 0.3258, 0.4043, 0.4218, 0.4492, 0.2396, 0.3206, 0.3323, 0.3574, 0.5342, 0.6554, 0.4405, 0.2308, 0.3280, 0.3982, 0.4174, 0.3121]}

(2)
{"formula": "C24H20B2F8Mn2N4O8", "method": "ωB97M-V/def2-TZVPD", "spin_multiplicity": 11, "s2": 30.00, "orbital_gap_ev": [3.2, 3.2], "charge": 2, "e_homo_ev": [-13.724, -13.724], "lumo_energy_ev": [-10.49, -10.49], "e_tot_ev": -133268.740, "species": ["Mn", "Mn", "B", "F", "F", "F", "F", "B", "F", "F", "F", "F", "C", "C", "C", "C", "C", "C", "N", "O", "O", "H", "H", "H", "H", "H", "C", "C", "C", "C", "C", "C", "N", "O", "O", "H", "H", "H", "H", "H", "C", "C", "C", "C", "C", "C", "N", "O", "O", "H", "H", "H", "H", "H", "C", "C", "C", "C", "C", "C", "N", "O", "O", "H", "H", "H", "H", "H"], "coordinates": [[-0.28868, -1.43934, 2.00457], [-1.65292, -1.97811, -3.26774], [0.13926, -0.22105, 3.95036], [-1.23379, -0.29240, 3.67172], [0.79671, 0.20507, 2.77417], [0.44550, 0.57249, 4.99927], [0.53753, -1.52378, 4.13076], [-0.31091, -0.54342, -0.49633], [-1.11720, -0.70969, -1.65597], [0.68883, 0.33487, -0.74152], [-1.07092, -0.09270, 0.60847], [0.09638, -1.80491, -0.08314], [-3.20395, 4.54479, -2.53203], [-2.27475, 3.65314, -1.98161], [-2.15293, 2.42001, -2.64862], [-2.79571, 2.16763, -3.86574], [-3.63157, 3.12093, -4.44203], [-3.84277, 4.25935, -3.73294], [-2.75757, 0.82354, -4.45117], [-2.00660, -0.04864, -3.94386], [-3.33812, 0.64296, -5.47965], [-3.38954, 5.52052, -2.10373], [-1.64247, 3.80022, -1.12026], [-1.33002, 1.78376, -2.35378], [-4.21343, 2.78872, -5.29129], [-4.48483, 5.03381, -4.13229], [4.59176, -5.94090, -0.38541], [3.68737, -4.99355, -0.87635], [2.90163, -4.31063, 0.03885], [3.07018, -4.40470, 1.40686], [4.06399, -5.31197, 1.86136], [4.77631, -6.05844, 0.98098], [2.26734, -3.66796, 2.36883], [1.33863, -2.95592, 1.97524], [2.59370, -3.76003, 3.51584], [5.34066, -6.44491, -0.98264], [3.60678, -4.83986, -1.94181], [2.11204, -3.67316, -0.34556], [4.14097, -5.32105, 2.94080], [5.45989, -6.77735, 1.41376], [-4.84537, 2.77385, 3.87075], [-3.87934, 2.10274, 3.11507], [-4.30873, 1.13300, 2.22194], [-5.64585, 0.76544, 2.08412], [-6.57255, 1.54716, 2.73295], [-6.21237, 2.60389, 3.56058], [-6.05624, -0.35560, 1.19903], [-5.22148, -1.19619, 0.92725], [-7.14516, -0.34578, 0.66945], [-4.35264, 3.52900, 4.47125], [-2.81393, 2.25583, 3.20135], [-3.65905, 0.52753, 1.59840], [-7.64568, 1.40366, 2.69492], [-7.01295, 3.14124, 4.04485], [3.70705, 0.25069, -2.37169], [3.41924, 1.45754, -1.74207], [4.29166, 2.05396, -0.83072], [5.52920, 1.43284, -0.55398], [5.81301, 0.22601, -1.14640], [4.88306, -0.37019, -1.98981], [6.48237, 2.15958, 0.32245], [7.62055, 1.76088, 0.35069], [6.01808, 3.06726, 0.98576], [3.12939, -0.11323, -3.21052], [2.64779, 2.14423, -2.06810], [3.84391, 2.97975, -0.50176], [6.80139, -0.19569, -1.02247], [5.26788, -1.29673, -2.39962]], "mulliken_charge": [1.3098, 1.4657, 0.5648, -0.2723, -0.2957, -0.2868, -0.2157, 0.6127, 0.3399, -0.2453, -0.5747, -0.3915, -0.4885, -0.5731, 0.0657, 0.3383, -0.4775, -0.4934, 0.8741, -0.6695, -0.4830, 0.4182, 0.5037, 0.2543, 0.4740, 0.3967, -0.4411, -0.6704, 0.1984, 0.0810, -0.3372, -0.5170, 0.6621, -0.4868, -0.4692, 0.3823, 0.3966, 0.1914, 0.5096, 0.3934, -0.4679, -0.4222, 0.2669, -0.0962, -0.1559, -0.6919, 0.9513, -0.6077, -0.5374, 0.3602, 0.4292, 0.1967, 0.3804, 0.3849, -0.8012, -0.0712, -0.4543, 0.0627, -0.6007, -0.2447, 0.9675, -0.5695, -0.5588, 0.4886, 0.4199, 0.4179, 0.4890, 0.4205]}

(3)
{"formula": "C24H20BrCeN4O3PS", "method": "ωB97M-V/def2-TZVPD", "spin_multiplicity": 1, "orbital_gap_ev": [6.1, 6.1], "charge": 2, "e_homo_ev": [-14.467, -14.468], "lumo_energy_ev": [-8.37, -8.38], "e_tot_ev": -140399.272, "species": ["Ce", "O", "S", "O", "O", "C", "C", "C", "C", "C", "C", "P", "C", "C", "C", "C", "C", "C", "C", "C", "C", "C", "C", "C", "H", "H", "H", "H", "H", "H", "H", "H", "H", "H", "H", "H", "H", "H", "N", "C", "C", "N", "C", "C", "N", "C", "C", "N", "H", "H", "H", "H", "H", "H", "Br"], "coordinates": [[-2.09303, 1.07855, 0.71329], [-1.14529, 1.98742, 2.83882], [-0.78943, 0.66600, 3.44043], [-1.29167, 0.45908, 4.75841], [-1.31935, -0.35906, 2.43351], [0.93631, 0.55776, 3.39459], [1.61390, 0.58019, 4.61253], [3.05381, 0.69475, 4.56372], [3.68882, 0.79941, 3.34608], [3.03436, 0.64144, 2.12873], [1.64826, 0.51758, 2.18367], [0.78352, 0.58584, 0.56987], [0.80832, -1.06656, -0.20193], [0.94904, -2.10626, 0.72423], [0.98506, -3.42896, 0.27308], [0.83465, -3.66459, -1.08979], [0.62603, -2.60877, -1.99878], [0.57333, -1.31441, -1.58403], [1.61235, 1.79768, -0.42175], [1.24132, 3.14390, -0.34499], [1.80105, 4.04033, -1.24751], [2.67914, 3.65925, -2.22072], [2.97017, 2.32360, -2.34870], [2.48752, 1.40265, -1.45866], [1.04466, 0.52306, 5.50224], [3.57714, 0.68280, 5.49008], [4.75560, 0.88086, 3.27517], [3.54613, 0.61783, 1.17957], [1.18402, -1.88480, 1.72599], [0.97958, -4.20353, 0.99848], [0.90171, -4.66014, -1.50278], [0.57568, -2.80333, -3.04941], [0.50103, -0.47539, -2.33173], [0.62037, 3.46284, 0.50770], [1.46087, 5.08447, -1.23385], [3.09231, 4.39393, -2.91874], [3.65976, 1.99682, -3.16717], [2.77677, 0.38120, -1.55546], [-2.93705, -0.55604, -3.35576], [-2.34803, 0.59838, -3.86558], [-1.94997, 1.32605, -2.79338], [-2.29263, 0.65150, -1.64393], [-2.85231, -0.49616, -2.01363], [-3.38462, -1.44064, -1.05488], [-3.30323, -1.15395, 0.23222], [-3.79076, -2.23044, 0.91539], [-4.21617, -3.16638, -0.00910], [-3.87871, -2.66074, -1.25275], [-3.19148, -1.42611, -3.87526], [-2.24561, 0.77106, -4.93969], [-1.43996, 2.28184, -2.80817], [-3.77706, -2.33795, 2.01507], [-4.69547, -4.11179, 0.15806], [-3.99718, -3.14738, -2.10389], [-4.06358, 2.71530, 0.41109]], "mulliken_charge": [1.7106, -0.6146, 1.3915, -0.6263, -0.4959, 0.5240, -0.5342, -0.8115, -0.6170, -0.7219, -0.2414, 1.1078, 0.7741, -1.0178, -0.8397, -0.7479, -0.7537, -0.1248, 0.5965, -0.7445, -0.6746, -0.5894, -0.5967, -0.4195, 0.6551, 0.4753, 0.4369, 0.5031, 0.5120, 0.5015, 0.4604, 0.5394, 0.4635, 0.5392, 0.3995, 0.4261, 0.3803, 0.5984, -0.0854, -0.5311, -0.5560, 0.1965, 0.2329, 0.0291, 0.0575, -0.3931, -0.5215, -0.0521, 0.2772, 0.4100, 0.4817, 0.4401, 0.4278, 0.1462, -0.3834]}

(4)
{"formula": "C24H20Cl3CsF6N8O2S3Sb", "method": "ωB97M-V/def2-TZVPD", "spin_multiplicity": 2, "s2": 0.76, "orbital_gap_ev": [6.2, 6.2], "charge": -2, "e_homo_ev": [-3.318, -3.310], "lumo_energy_ev": [2.87, 2.87], "e_tot_ev": -134700.598, "species": ["Cs", "S", "N", "C", "C", "C", "C", "C", "N", "C", "C", "N", "C", "C", "C", "C", "C", "N", "H", "H", "H", "H", "H", "H", "S", "C", "S", "C", "C", "N", "C", "N", "C", "C", "N", "C", "C", "C", "C", "N", "H", "H", "H", "H", "H", "H", "H", "H", "H", "H", "H", "H", "H", "H", "F", "Sb", "F", "F", "F", "F", "F", "Cl", "C", "Cl", "Cl", "C", "O", "O"], "coordinates": [[-16.87204, -9.00142, 3.69687], [-17.80396, -11.37714, 12.84608], [-16.61414, -11.75916, 11.82934], [-16.92502, -11.18010, 10.67174], [-16.15514, -11.26076, 9.45206], [-14.94852, -11.96734, 9.35270], [-14.26324, -11.95142, 8.15550], [-14.80152, -11.24499, 7.07319], [-15.93889, -10.59132, 7.14471], [-16.61640, -10.56884, 8.30735], [-17.89679, -9.81662, 8.33309], [-18.32275, -9.24884, 7.19981], [-19.47514, -8.61444, 7.19491], [-20.26626, -8.47129, 8.33475], [-19.86196, -9.04461, 9.53123], [-18.64699, -9.74724, 9.53979], [-18.15550, -10.43988, 10.71233], [-18.74199, -10.47246, 11.90332], [-14.55163, -12.50358, 10.20953], [-13.31632, -12.47774, 8.03532], [-14.27241, -11.19051, 6.12162], [-19.78058, -8.21335, 6.22965], [-21.19989, -7.92142, 8.28721], [-20.45398, -8.94567, 10.44429], [-17.30666, -12.78385, 2.99901], [-18.17276, -12.71068, 1.52979], [-17.67235, -11.24475, 0.81147], [-19.06713, -13.65559, 1.04094], [-19.36097, -14.83922, 1.80489], [-19.63494, -15.80984, 2.37746], [-19.66039, -13.51904, -0.25529], [-20.17953, -13.52536, -1.28377], [-13.52947, -4.15684, 5.45025], [-14.62934, -4.14279, 6.51693], [-15.99681, -4.15974, 6.00727], [-16.65330, -2.88954, 5.73475], [-16.27876, -2.23031, 4.39391], [-16.54850, -5.35491, 5.56193], [-17.97726, -5.32795, 5.08366], [-15.94905, -6.48099, 5.59333], [-12.53423, -4.16893, 5.91199], [-13.59559, -3.27412, 4.81514], [-13.59695, -5.04829, 4.81997], [-14.52544, -3.23799, 7.11609], [-14.49317, -5.00739, 7.17368], [-16.41797, -2.21301, 6.56397], [-17.72366, -3.04734, 5.74864], [-15.23205, -1.87112, 4.40093], [-16.91352, -1.36467, 4.19783], [-16.39019, -2.93656, 3.56434], [-18.65482, -5.00654, 5.87422], [-18.25024, -6.32805, 4.75327], [-18.10300, -4.66604, 4.22313], [-14.97096, -6.48343, 5.85384], [-14.42033, -9.53185, 4.58506], [-12.82247, -9.01467, 3.89028], [-13.00317, -7.30893, 4.69312], [-13.51758, -8.34565, 2.28675], [-12.19815, -9.66847, 5.54504], [-12.68123, -10.75152, 3.18654], [-11.10133, -8.60643, 3.35714], [-20.86707, -5.53211, 2.63159], [-20.89054, -7.28986, 2.19185], [-22.40265, -8.01193, 2.61683], [-20.52204, -7.44328, 0.45725], [-19.69476, -7.87888, 2.99642], [-19.88500, -8.58171, 3.99628], [-18.70459, -7.40620, 2.44073]], "mulliken_charge": [1.0415, 0.0582, -0.6832, 0.9268, 0.4863, -0.7056, -0.8402, -0.1944, -0.2244, -0.2290, -0.2221, -0.1912, -0.3078, -0.8310, -0.6599, 0.6169, 0.8897, -0.6892, 0.4686, 0.3975, 0.4560, 0.5586, 0.4302, 0.4495, -0.2737, 0.3343, -0.2687, 0.2577, 0.0486, -0.5626, 0.0797, -0.5538, -0.5948, -1.0906, 0.2284, -0.7652, -1.0849, 0.7637, -0.8350, -0.3154, 0.3586, 0.2025, 0.1091, 0.3476, 0.4828, 0.3511, 0.4058, 0.2880, 0.4094, 0.2525, 0.3165, -0.2105, 0.3552, -0.0097, -0.4290, 2.4385, -0.5718, -0.5826, -0.6210, -0.5994, -0.5640, -0.1977, 0.6309, -0.1666, -0.1504, 0.1750, -0.6936, -0.6968]}